This record from OMol25 describes a cluster of 2 separate species, C4H12N2O in total in a non-equilibrium geometry. The level of theory is wB97M-V/def2-TZVPD.

Output
**Structure (SMILES)**: CCC/N=C\N.O
**Energy relative to the best compared isomer or geometry (same formula, charge and spin)**: 2.5367 eV
**Net charge**: 0
**Multiplicity**: 1
**M**: 104.15 Da
**E_LUMO**: 0.95 eV
**HOMO level**: -8.356 eV

XYZ file:
```
19
Properties=species:S:1:pos:R:3:forces:R:3
C -0.46863 -1.23562 1.56828 0.20 -1.78 0.79
C 0.20832 -0.07653 0.86008 -0.77 1.11 -1.68
C -0.67076 0.31410 -0.38662 -0.75 1.61 0.75
N -1.76916 2.35089 -2.58513 -0.12 1.14 0.43
C -0.95432 2.60469 -1.45767 -0.47 -2.51 -2.04
N -0.43421 1.70521 -0.76389 0.98 0.77 2.11
H -1.46603 -1.45494 1.15846 0.17 0.35 0.07
H 0.00567 -2.24649 1.58142 0.25 0.86 -0.55
H -0.59999 -1.07857 2.64467 -0.07 0.41 -0.18
H 0.08012 0.85684 1.43352 0.52 -0.53 0.09
H 1.23275 -0.12769 0.48877 0.13 -0.54 0.67
H -1.60998 0.43112 0.16296 -0.63 -0.54 -0.74
H -0.75979 -0.40093 -1.21066 0.18 -0.09 0.12
H -1.54112 2.90253 -3.39182 -0.43 0.00 -0.16
H -2.31537 1.52296 -2.71197 0.31 -0.32 0.01
H -0.76164 3.66791 -1.36864 0.50 0.07 0.30
H 4.17360 -3.41475 0.56980 -0.15 0.05 0.58
H 3.82428 -3.43138 2.10119 0.12 -0.18 -0.22
O 3.82626 -2.88933 1.30723 0.02 0.14 -0.36
```
Positions in Å, forces in eV/Å.


This record from OMol25 describes a structure of composition C23H31CrN4O3PS3. The level of theory is wB97M-V/def2-TZVPD.

Output
**Energy relative to the best compared isomer or geometry (same formula, charge and spin)**: 0.0000 eV
**Net charge**: 0
**Multiplicity**: 5
**M**: 590.70 Da
**E_LUMO (alpha / beta)**: 0.44 / 0.43 eV
**⟨S²⟩**: 6.01
**HOMO level (alpha / beta)**: -7.032 / -7.657 eV

XYZ file:
```
66
Properties=species:S:1:pos:R:3:forces:R:3
Cr 0.58051 -0.09243 0.12396 0.23 -0.36 0.38
O -0.23212 4.27573 0.63466 0.01 -0.09 0.01
C -0.43588 4.25050 1.96886 -0.01 0.09 -0.03
C -0.77063 5.45962 2.58260 0.01 -0.05 0.01
C -0.99271 5.51392 3.94229 0.00 0.00 0.00
C -0.88660 4.36429 4.72247 0.01 0.00 -0.05
C -0.56054 3.16942 4.11585 -0.01 -0.01 0.04
C -0.33172 3.08424 2.73945 -0.01 -0.11 0.05
C -0.00037 1.77086 2.12956 -0.01 0.29 -0.04
O 0.27233 1.74886 0.84985 0.02 -0.13 0.01
N -0.00786 0.72362 2.89566 0.11 -0.19 -0.13
N 0.32988 -0.43626 2.17486 -0.10 0.30 0.07
C 0.51497 -1.44998 2.93248 -0.06 -0.19 -0.01
S 0.42358 -1.31609 4.67970 -0.03 0.09 -0.03
C 0.59694 -3.09265 4.98201 0.06 -0.07 -0.02
C 1.45875 -3.67783 3.88029 0.02 -0.01 0.06
S 0.84304 -3.05170 2.30077 0.02 0.05 -0.05
H 0.02195 3.36000 0.38270 0.00 0.02 -0.02
H -0.84343 6.34179 1.96119 0.00 0.01 -0.01
H -1.24870 6.45956 4.40290 0.00 0.02 0.00
H -1.05754 4.40680 5.78914 0.00 0.00 0.01
H -0.47514 2.26176 4.69712 0.00 -0.01 0.00
H -0.38645 -3.56223 5.00212 0.00 0.03 -0.02
H 1.06879 -3.21290 5.95682 -0.02 0.00 0.01
H 1.39056 -4.76500 3.84594 0.00 0.00 0.01
H 2.50278 -3.38890 4.00547 -0.02 0.00 -0.02
O 0.23285 -2.01454 -0.39378 0.00 0.15 0.01
N 1.14227 -2.77716 -0.99904 -0.12 0.05 0.03
C 0.65866 -3.89686 -1.58743 0.05 0.00 0.01
C 1.47807 -4.77991 -2.22565 0.01 0.05 0.02
C 2.85255 -4.49912 -2.25189 -0.05 -0.06 -0.02
C 3.32092 -3.36759 -1.64849 0.05 0.11 0.05
C 2.46783 -2.44624 -0.98946 0.00 -0.16 -0.08
S 3.03321 -1.03515 -0.23912 -0.07 0.12 0.05
H -0.41083 -4.00248 -1.49009 0.00 -0.01 -0.01
H 1.05804 -5.66198 -2.68349 0.01 -0.02 -0.01
H 3.53958 -5.17477 -2.74300 0.01 -0.01 -0.01
H 4.37344 -3.12506 -1.64828 0.01 0.00 0.00
C -0.83304 -1.08362 -4.60557 0.01 0.00 -0.02
C 0.16626 0.07044 -4.45266 0.08 0.01 0.15
C -0.38656 1.35078 -5.08349 -0.01 0.00 -0.06
C 1.53164 -0.30183 -5.04438 -0.03 0.00 -0.06
C 0.35037 0.29228 -3.00969 -0.04 0.03 0.09
N 0.48263 0.41051 -1.87838 -0.12 0.06 -0.41
H -1.03033 -1.23031 -5.66793 -0.01 -0.02 -0.01
H -1.76831 -0.85343 -4.09634 -0.02 0.01 0.00
H -0.42496 -2.00742 -4.19529 0.00 -0.02 0.02
H -0.51765 1.17880 -6.15252 0.00 0.02 -0.01
H 0.29629 2.18879 -4.94814 0.02 0.01 0.01
H -1.35212 1.60860 -4.65056 -0.01 -0.01 0.01
H 1.40333 -0.53095 -6.10308 0.01 0.00 0.00
H 1.94766 -1.17720 -4.54618 0.01 -0.02 0.01
H 2.24067 0.51965 -4.94994 0.01 0.01 0.01
C -4.62410 2.27888 -2.28184 -0.06 0.05 0.01
P -2.97492 1.55013 -1.92412 -0.02 -0.03 -0.09
C -3.11074 1.43314 -0.09770 0.03 0.00 0.06
C -1.95913 3.07233 -2.08820 0.03 0.05 0.02
H -4.81538 3.16932 -1.67785 0.01 0.00 0.00
H -5.40349 1.54428 -2.07672 0.00 -0.01 0.00
H -4.69230 2.55050 -3.33595 0.01 0.00 -0.01
H -3.27766 2.41249 0.35802 -0.02 -0.01 -0.01
H -2.20405 1.00655 0.33179 0.03 0.00 -0.02
H -3.94263 0.77482 0.15646 0.00 -0.01 0.00
H -2.28700 3.85861 -1.40581 -0.01 0.01 0.00
H -2.02736 3.44496 -3.11227 -0.01 0.00 -0.01
H -0.91089 2.85847 -1.88070 0.01 -0.03 0.02
```
Positions in Å, forces in eV/Å.


This record from OMol25 describes a structure of composition C9H10IrN8OS2 in a non-equilibrium geometry. The level of theory is wB97M-V/def2-TZVPD.

Output
**Energy relative to the best compared isomer or geometry (same formula, charge and spin)**: 0.3948 eV
**Net charge**: +1
**Multiplicity**: 1
**M**: 502.59 Da
**E_LUMO**: -4.75 eV
**HOMO level**: -12.069 eV

XYZ file:
```
31
Properties=species:S:1:pos:R:3:forces:R:3
Ir -0.38534 0.04925 0.86555 0.65 0.22 0.16
N -0.39762 -2.04117 1.33551 0.05 0.01 0.08
N 0.88693 -2.61666 1.43053 0.01 0.03 -0.01
C 1.96113 -1.90102 1.07647 -0.01 0.02 0.02
N 3.16054 -2.45946 1.16527 0.00 0.00 0.00
S 1.81683 -0.29184 0.51554 -0.05 0.07 0.00
H -0.84615 -1.96421 2.26344 -0.02 -0.05 0.00
H -0.97518 -2.60593 0.71830 0.00 -0.02 0.01
H 0.96343 -3.53513 1.84324 0.01 0.00 0.01
H 3.30088 -3.40877 1.47093 0.00 0.00 -0.01
H 3.97962 -1.90906 0.96086 0.00 0.00 0.01
C -1.48919 2.14595 -4.80081 0.00 0.00 0.00
C -1.19695 1.42345 -3.53079 0.00 -0.01 -0.01
C -0.86513 0.06651 -3.50491 -0.01 -0.01 0.00
C -0.63110 -0.52217 -2.28151 -0.10 -0.01 0.00
N -0.72174 0.19940 -1.16636 -0.01 -0.01 -0.12
C -0.99127 1.52328 -1.28294 -0.03 -0.05 -0.03
S -0.88147 2.22587 0.32109 0.13 -0.03 -0.06
N -1.24342 2.14680 -2.40158 0.00 0.02 0.01
H -1.59070 1.46534 -5.64230 0.00 0.00 0.00
H -0.67946 2.84836 -5.00664 0.00 0.00 0.00
H -2.39931 2.73306 -4.68566 0.00 0.00 0.00
H -0.80239 -0.51094 -4.41472 0.00 0.00 0.00
H -0.38074 -1.57067 -2.18185 0.00 0.00 0.00
O -1.44053 -0.34005 3.18202 0.09 -0.18 0.29
N -0.35878 0.28539 2.88816 -1.26 0.12 -0.36
C 0.11607 1.19153 3.69405 0.56 -0.14 -0.06
C 1.32282 1.85079 3.29873 -0.02 0.07 0.09
N 2.30766 2.34978 2.98208 -0.01 0.00 -0.05
C -0.51756 1.46517 4.94306 0.04 -0.04 0.02
N -1.02190 1.70717 5.94526 0.00 -0.01 0.01
```
Positions in Å, forces in eV/Å.


This record from OMol25 describes a cluster of 2 separate species, C3H2F3O4 in total. The level of theory is wB97M-V/def2-TZVPD.

Output
**Energy relative to the best compared isomer or geometry (same formula, charge and spin)**: 1.4421 eV
**Net charge**: -1
**Multiplicity**: 1
**M**: 159.04 Da
**E_LUMO**: 3.88 eV
**HOMO level**: -2.535 eV

XYZ file:
```
12
Properties=species:S:1:pos:R:3:forces:R:3
C -1.20404 -0.43624 0.02559 0.23 -0.08 -0.03
C -0.58544 0.78898 -0.11778 0.81 0.05 -0.42
C 2.02268 -0.44748 0.20335 0.15 0.27 0.06
O -1.64638 -0.92933 1.07258 -0.32 -0.24 0.36
O -1.18384 -1.22585 -1.12641 0.01 0.14 -0.33
O -0.62085 1.81298 0.79309 -0.11 0.02 0.05
O 1.85174 -1.61341 0.17606 -0.02 0.49 0.04
F -0.35996 1.28308 -1.41501 -0.17 -0.02 0.12
F 2.42472 0.30154 -0.82414 -0.29 -0.28 0.19
F 2.19035 0.29802 1.29831 -0.23 -0.38 -0.30
H -1.46861 2.28239 0.74886 -0.03 -0.17 -0.03
H -1.42038 -2.11468 -0.83451 -0.02 0.19 0.28
```
Positions in Å, forces in eV/Å.


This record from OMol25 describes an isolated molecule of C2H3N3OS in a non-equilibrium geometry. The level of theory is wB97M-V/def2-TZVPD.

Output
**Structure (SMILES)**: Nc1n[nH]oc1=S
**Energy relative to the best compared isomer or geometry (same formula, charge and spin)**: 1.6342 eV
**Net charge**: 0
**Multiplicity**: 1
**M**: 117.13 Da
**E_LUMO**: -0.39 eV
**HOMO level**: -9.088 eV

XYZ file:
```
10
Properties=species:S:1:pos:R:3:forces:R:3
C -0.14336 0.41298 0.04555 -0.38 -0.13 -0.87
C 0.88101 -0.66372 -0.02428 -1.92 -0.73 0.20
H -0.48554 2.34824 -0.42291 -0.34 0.10 0.04
H 1.13731 1.95642 -0.22512 -0.39 -0.29 0.22
H -1.59443 -1.83758 0.77871 -0.16 -0.41 0.41
N 0.17264 1.75165 0.04033 0.64 -0.52 0.01
N -1.34023 -0.07451 0.00254 0.73 -0.43 0.28
N -1.24661 -1.48060 -0.09760 0.35 1.47 -0.61
O 0.14921 -1.81538 -0.10554 0.56 0.76 0.42
S 2.47001 -0.59749 0.00832 0.92 0.17 -0.10
```
Positions in Å, forces in eV/Å.


This record from OMol25 describes a structure of composition C26H35F5IrN3O2Te in a non-equilibrium geometry. The level of theory is wB97M-V/def2-TZVPD.

Output
**Energy relative to the best compared isomer or geometry (same formula, charge and spin)**: 1.3464 eV
**Net charge**: +2
**Multiplicity**: 1
**M**: 836.39 Da
**E_LUMO**: -6.68 eV
**HOMO level**: -15.434 eV

XYZ file:
```
73
Properties=species:S:1:pos:R:3:forces:R:3
Ir 0.37094 1.46960 -1.47436 -0.62 -1.29 -2.70
C -1.56780 0.76137 5.13607 0.00 0.03 -0.02
C -0.07242 0.76611 4.77908 -0.02 0.02 0.02
C 0.55104 -0.59525 5.13061 0.02 0.00 -0.03
C 0.63034 1.85792 5.58468 -0.01 0.01 0.00
C 0.06921 0.98576 3.28345 0.02 0.02 0.02
C 0.75127 2.06627 2.72788 0.02 -0.06 0.04
C 0.86086 2.19284 1.35921 0.03 -0.18 0.07
N 0.33224 1.29133 0.52096 -0.38 1.27 0.37
C -0.34586 0.23682 1.02735 0.15 -0.10 -0.03
C -0.48749 0.06933 2.38542 0.01 -0.04 -0.04
C -0.84895 -0.67968 -0.00379 -0.15 0.08 0.03
C -1.60785 -1.80225 0.25376 -0.02 -0.02 -0.01
C -2.12908 -2.56279 -0.79002 -0.03 0.00 0.00
C -1.86198 -2.10055 -2.08058 0.03 0.00 -0.03
C -1.09258 -0.98115 -2.29030 0.14 -0.12 0.08
N -0.55844 -0.29006 -1.26569 0.22 -0.50 0.62
C -2.96104 -3.81238 -0.57111 -0.01 -0.03 0.01
C -4.33753 -3.61072 -1.22614 0.01 0.05 -0.02
C -3.15492 -4.12068 0.91281 0.01 0.02 0.00
C -2.23729 -4.99446 -1.23810 0.01 0.02 -0.01
H -1.68025 0.61388 6.20987 0.00 -0.01 0.00
H -2.10938 -0.04131 4.63317 0.00 -0.01 0.01
H -2.03943 1.70971 4.87430 0.00 0.00 0.01
H 0.52273 -0.73544 6.21072 -0.02 -0.01 0.00
H 1.59397 -0.64779 4.81234 0.01 0.01 0.02
H 0.00938 -1.42602 4.67565 0.00 0.00 0.00
H 0.50613 1.64987 6.64655 0.00 0.00 0.00
H 0.20299 2.84446 5.39642 0.01 0.00 -0.01
H 1.70278 1.89025 5.38273 0.00 0.00 0.00
H 1.19575 2.82787 3.35049 0.03 -0.02 -0.01
H 1.37594 3.02749 0.90943 0.01 -0.01 0.00
H -1.03637 -0.78342 2.75740 0.02 -0.01 0.00
H -1.81041 -2.07585 1.27759 0.00 0.01 0.00
H -2.25121 -2.61680 -2.94650 -0.01 0.01 0.00
H -0.88944 -0.61772 -3.28153 0.02 0.04 -0.05
H -4.85755 -2.75052 -0.80142 -0.01 -0.02 0.02
H -4.94907 -4.49611 -1.05516 0.00 0.00 0.00
H -4.26194 -3.46520 -2.30410 0.00 -0.01 0.00
H -3.68558 -3.31925 1.43158 0.00 0.00 0.00
H -2.20564 -4.30947 1.41930 0.00 0.00 0.00
H -3.75827 -5.02189 1.01164 0.01 0.00 0.01
H -2.14106 -4.85918 -2.31592 0.00 0.00 0.00
H -2.80986 -5.90613 -1.06935 0.00 0.00 -0.01
H -1.24024 -5.13797 -0.81795 -0.01 -0.01 0.01
O 0.38339 1.04329 -3.69465 0.02 0.52 0.29
C 1.51948 0.41169 -4.34794 -0.04 -0.24 -0.06
C 2.63471 1.38921 -4.63596 -0.07 0.06 0.05
C 2.97510 2.23401 -3.40439 -0.04 -0.03 -0.01
C 3.30046 1.36638 -2.23199 -0.02 0.11 0.22
C 4.62534 0.98260 -2.05390 0.00 0.02 -0.02
C 5.00914 0.18421 -1.00079 0.06 -0.02 -0.01
C 4.02602 -0.25808 -0.13110 -0.05 -0.02 0.05
C 2.72665 0.12225 -0.35010 0.02 -0.12 -0.31
N 2.33847 0.93466 -1.36959 0.32 -0.32 0.18
H 0.21445 1.90736 -4.10847 -0.08 -0.01 0.02
H 1.16590 -0.06647 -5.26092 -0.07 0.03 0.01
H 1.83428 -0.37098 -3.65725 0.03 -0.02 -0.04
H 2.37092 2.06099 -5.45545 -0.06 -0.06 -0.03
H 3.49433 0.80413 -4.97119 0.04 0.06 0.00
H 2.15174 2.89259 -3.15877 0.04 0.12 -0.07
H 3.82617 2.87552 -3.62679 0.06 -0.07 0.05
H 5.35343 1.34175 -2.76822 0.00 0.03 0.01
H 6.04515 -0.09472 -0.86343 0.00 0.00 0.00
H 4.25344 -0.90095 0.70684 -0.02 -0.01 0.00
H 1.95760 -0.25976 0.29174 -0.10 -0.02 0.06
F -2.59718 4.69121 -0.96709 -0.26 -0.17 -0.28
Te -1.08578 4.20409 -1.87325 0.10 0.43 0.79
F -0.38312 5.87665 -1.65662 -0.05 0.10 -0.44
F -0.45917 3.85808 -0.14497 0.03 0.15 0.06
F -1.99488 4.58314 -3.41418 0.06 -0.15 -0.15
F -1.70980 2.31906 -1.76134 0.26 -0.16 0.34
O 0.33710 3.36731 -2.65867 0.31 0.67 0.90
```
Positions in Å, forces in eV/Å.